{"formula": "C56H143BN13O21Pb", "method": "ωB97M-V/def2-TZVPD", "homo_energy_ev": -10.01, "lumo_ev": -3.08, "charge": 1, "gap_ev": 6.9, "species": ["H", "N", "H", "H", "H", "H", "O", "C", "C", "H", "H", "N", "H", "H", "H", "H", "H", "C", "O", "C", "H", "H", "N", "O", "H", "C", "C", "H", "O", "H", "H", "N", "H", "H", "C", "C", "H", "H", "H", "C", "H", "O", "C", "H", "N", "C", "H", "H", "H", "H", "H", "H", "C", "H", "C", "N", "O", "H", "H", "H", "C", "C", "H", "H", "H", "H", "H", "H", "H", "N", "H", "H", "C", "C", "O", "H", "C", "C", "C", "H", "C", "H", "C", "H", "C", "H", "O", "H", "H", "H", "O", "H", "N", "O", "H", "H", "H", "C", "O", "H", "C", "H", "H", "H", "C", "H", "H", "H", "C", "H", "C", "H", "H", "H", "H", "C", "O", "H", "C", "H", "H", "H", "H", "H", "H", "H", "C", "H", "H", "N", "H", "H", "H", "N", "C", "H", "H", "Pb", "O", "H", "H", "H", "H", "C", "H", "N", "H", "H", "C", "H", "B", "H", "H", "H", "H", "C", "O", "C", "C", "C", "H", "C", "H", "H", "H", "C", "C", "H", "H", "H", "C", "H", "H", "H", "H", "C", "H", "H", "C", "H", "H", "H", "C", "N", "O", "C", "N", "H", "H", "H", "H", "H", "O", "H", "H", "H", "H", "H", "O", "C", "H", "H", "H", "C", "C", "H", "H", "C", "H", "H", "H", "H", "C", "H", "H", "H", "H", "H", "C", "O", "C", "H", "O", "C", "O", "H", "H", "H", "H", "O", "C", "C", "H", "H", "H"], "xyz": [[0.93049, 2.10403, 7.19010], [-4.46097, 1.46495, 4.17593], [3.58138, 0.00153, 0.01797], [8.54554, -1.00722, -0.34949], [2.28313, -2.24609, 1.07354], [7.90518, -1.18859, 1.28503], [-2.54961, -0.95492, -4.06380], [1.28518, 5.37971, -3.27393], [-5.73251, 4.95576, 4.43039], [-2.11613, -2.97984, -4.28247], [-1.96222, -6.07499, 0.68674], [-4.09519, -2.63060, -2.20540], [8.72384, -2.54529, 0.48731], [1.23104, -6.93901, -2.76991], [4.16691, 1.17559, 1.13696], [4.92211, -1.52599, -1.05512], [0.78331, -1.54558, -4.91873], [-2.30664, -7.11084, 0.75879], [-2.94463, 4.08025, -0.04253], [-3.79935, 4.11696, -1.19273], [1.80920, 8.04074, -2.72182], [-2.49613, -4.06500, -0.60399], [3.09414, -2.36635, 6.02974], [3.01462, -3.49468, 2.55042], [0.82515, -0.29202, 4.62232], [1.26538, -1.75238, -1.77384], [6.75816, -2.19482, -0.30186], [2.81891, 8.37271, -4.05656], [1.48928, -2.84788, -2.18043], [-0.95935, -3.78401, -1.43568], [-6.10276, 5.44002, 2.03743], [0.17937, 1.11937, -8.31616], [-0.20453, -1.43345, 7.64549], [4.58144, -0.75099, -6.65368], [1.68499, -4.16973, 5.03473], [-2.03928, -3.84065, -1.56878], [0.84075, -3.56930, 5.38847], [-4.30814, -3.52053, -2.65047], [-1.72953, -4.74626, 2.62886], [-0.01587, 0.30855, 6.34375], [6.45349, -3.60020, -1.82232], [1.06671, 0.14449, 0.88446], [-0.60909, -2.60726, 2.40966], [-4.65669, -0.88297, 5.60177], [-5.09385, 5.26238, 2.08646], [-1.34295, -0.23965, -6.96355], [1.88697, -2.84945, -5.25949], [1.53654, -5.64111, -1.57109], [-0.12824, -8.42222, -0.13348], [-3.29445, 4.48997, -2.08376], [2.13688, -1.89598, 3.51845], [-2.42527, 0.25273, -2.34134], [1.51110, 3.55942, 0.23723], [-3.95963, 1.84426, 4.97886], [-0.68915, -7.92154, -0.93337], [1.15568, -0.13440, 5.56420], [-1.82322, -2.80259, 3.08576], [2.03658, 4.96499, -2.59366], [-1.01091, 0.16621, -3.30884], [1.48553, 5.55430, 3.93726], [2.96434, -3.31459, 4.93824], [-2.10400, 0.19221, -3.38766], [-3.39998, -1.53934, 0.63105], [6.68887, -0.89159, -3.79193], [-3.14253, 5.65738, 4.80913], [1.86595, 0.59125, 5.57320], [-3.12593, -0.08806, 5.88673], [4.48321, -2.17908, -9.76325], [2.32534, -1.22885, -5.83420], [7.15564, -2.95548, -1.49127], [-2.73236, 0.29601, 3.56534], [-4.81447, 6.01037, 1.44833], [-1.05731, 1.03567, 0.77337], [-3.77766, 0.18800, 3.86538], [0.82368, 4.29879, -4.09223], [0.58482, 3.08326, -0.09110], [2.53180, 5.75057, 1.96832], [-4.77278, 5.63986, 3.50324], [-2.18571, -7.81411, -0.61015], [-3.64936, -4.97645, 5.71017], [3.10560, -2.95598, 1.26410], [4.51058, 1.25000, -0.67816], [-2.59046, -2.55641, -2.17047], [-5.28032, -5.41716, 3.70944], [-4.24421, -0.87127, 0.46956], [3.10129, 4.82256, 2.07508], [-0.90892, 1.64170, 8.08003], [6.12130, -2.96625, -7.98106], [-2.18882, 6.12791, -0.25607], [2.94359, 7.78536, 1.97882], [0.82852, -2.25727, -6.86236], [0.81770, 4.65307, 2.60596], [4.29246, -2.13267, -8.76866], [1.18522, 4.92980, 0.07538], [-0.03721, -1.74870, 2.77264], [-5.62902, -0.60651, 3.07086], [-6.26154, 2.92467, -0.75356], [-2.95037, -4.82420, 4.88565], [-2.02010, 1.65928, 1.14221], [-4.25391, -1.59000, 2.74748], [1.30326, 5.60295, 2.86231], [-1.83217, 3.90526, 5.30827], [-0.59593, -8.59094, -1.80055], [0.09702, 3.35463, -2.37450], [1.94084, -0.43793, -2.23696], [-1.43806, -0.95900, -6.14840], [3.38999, 7.22219, -2.81877], [1.40924, -4.64734, 4.09551], [-2.50494, -3.97571, 2.59563], [-2.47094, 1.08218, -3.89135], [5.10942, -1.71204, -6.56908], [7.18346, -0.67354, -7.96521], [2.58423, 5.97993, -4.87977], [-3.75801, -8.93211, -0.20836], [-5.20385, -1.37345, 0.31556], [-3.28101, 5.39806, 3.75755], [0.40754, -1.43449, -0.80709], [0.15211, 7.50035, -4.43721], [-3.69415, -0.64811, 5.14025], [3.75003, -2.97632, -8.59936], [-4.87912, 6.72941, 3.55336], [5.78472, -0.04708, -8.91468], [1.72870, -7.44300, -1.26550], [2.71012, -2.82866, 6.85204], [-1.25266, 4.95927, 0.68295], [-6.75103, 5.33904, 4.30973], [5.84090, -1.03005, -0.70888], [-5.49189, 5.12818, 5.47802], [-0.20019, 3.41095, 8.78060], [3.31528, 6.91633, 2.34714], [-2.67437, -7.09089, -1.26698], [6.78439, -1.32403, -9.56099], [1.71184, 6.86844, 0.28626], [-4.45972, -5.42547, 3.11251], [0.18994, 0.77908, 1.61381], [0.08636, -3.44202, 2.53702], [3.07642, -3.69992, 0.47460], [-4.20395, 2.78783, 1.78748], [-0.82488, 0.58650, -0.42158], [3.02479, 5.81502, -0.15468], [-2.25809, -4.71123, -2.19265], [0.83885, 0.67784, 8.28283], [-1.55911, 2.83988, 9.73407], [0.11048, 0.06362, -7.31081], [1.07498, 1.08922, -8.79480], [-5.43638, 2.36299, -0.50818], [-5.49500, 1.80310, -3.10214], [-5.36108, 1.19321, 4.56940], [-3.60176, -4.32508, 3.60141], [2.41584, -1.59674, 5.89386], [0.53339, 0.00602, -0.49984], [1.82346, -1.08877, -8.10349], [-4.22945, 2.87623, -3.73393], [-2.69745, 5.99559, 3.05409], [0.37259, 5.77812, -2.81193], [0.57991, 3.13330, -3.33562], [5.63438, -0.10492, 0.34664], [0.76543, -1.23202, -7.84129], [1.87002, 6.44228, -4.19764], [-4.56818, -0.54527, 2.79004], [-1.85016, 0.65448, -6.59518], [2.14479, 5.88672, 0.49429], [-0.94865, 4.11823, 3.75878], [-2.37657, -9.70902, 0.16286], [-1.60563, 2.54247, 4.10930], [-1.93114, 5.07099, -0.16749], [5.81137, -1.08646, -4.41125], [-5.67263, 3.53215, -2.96890], [-1.67270, -7.60104, 1.50397], [6.17735, -0.47457, -1.59103], [6.36274, -0.92623, -8.63494], [-0.03620, 2.01574, 9.90383], [3.27257, 7.05437, 3.35025], [-4.15153, -0.34024, -0.48063], [7.47792, -2.33703, -2.22230], [-4.93535, 2.72283, -2.92154], [-1.87382, -0.72685, -7.78162], [3.97238, -2.28503, 1.17420], [8.05191, -1.70210, 0.33483], [-0.82202, -1.68763, 5.99664], [5.27325, -0.13569, -4.38863], [-5.80062, 1.50280, -0.93506], [2.52750, 7.55751, -3.39291], [-2.81746, -9.12242, -0.53564], [6.19617, -1.50608, -5.69942], [-4.37503, 2.72600, -1.47958], [0.81887, 7.03570, -5.05225], [1.76944, 3.17707, 1.22958], [3.84603, -3.96276, 4.95416], [-3.33304, -7.16409, 1.12620], [-4.18695, -3.43170, 3.85873], [0.55527, 6.38862, 2.71332], [1.39861, 0.54494, -1.52947], [-2.24091, -4.07353, 5.25541], [-2.85970, -3.65684, 1.60823], [-2.37415, -5.73914, 4.75165], [-3.10437, -1.55078, 4.97774], [4.43883, -2.48718, -6.17654], [0.33205, 1.03862, 2.78220], [1.49381, -1.91562, -5.66442], [-0.74094, -2.37263, 1.34540], [1.53876, 2.63091, -3.17069], [-4.74415, -5.10080, 2.18575], [-1.76968, 3.60638, 4.26435], [-2.07392, -2.17536, -3.54855], [1.79266, -4.92453, 5.81939], [0.21982, -1.57606, -8.71911], [0.32519, 1.24636, 7.49982], [-5.86174, 3.89964, 4.17975], [0.14198, 2.04970, -7.91804], [6.24444, -2.89960, 0.35207], [2.32365, 3.20846, -0.40750], [-0.68693, 2.50924, 9.17265], [-4.63830, 4.79927, -0.99474], [-0.98612, -2.05010, -3.40266], [0.29114, 6.24862, -5.42646], [-1.22309, 4.82500, -0.96551], [-0.69192, 0.74587, 5.59301], [4.44834, 0.64241, 0.23297], [2.78148, -0.31440, -3.06601], [2.99520, -2.57731, 3.60422], [0.67438, 0.37468, -6.42430], [-0.19054, -6.64572, -1.22929], [5.51582, -2.05230, -7.98710], [-4.35262, 0.06847, 1.53283], [-4.35802, -1.91880, -2.88538], [-1.71569, -0.75460, 7.20133], [-2.37024, -1.75243, -1.46175], [-3.57493, 1.98690, -1.40348], [-2.96659, 4.01896, 3.54584], [-0.71950, -0.96312, 6.80377], [1.13832, -6.63843, -1.71864], [5.27990, -1.86094, -3.85189], [-0.07832, 2.50003, -3.93183], [3.86773, -1.91020, 3.64433]], "forces_ev_per_a": [[0.0, 0.1, -0.1], [0.4, 0.0, 0.0], [0.1, -0.3, 0.2], [0.0, 0.0, 0.0], [-0.3, -0.3, 0.1], [-0.1, 0.0, -0.1], [-1.2, 0.0, -0.1], [0.0, -0.7, -1.2], [-0.9, -0.1, 0.0], [-0.7, 0.2, -0.2], [-0.2, 0.0, 0.1], [0.8, 0.1, -0.1], [0.0, 0.0, 0.0], [-0.6, 0.4, -0.3], [0.6, 0.2, 0.1], [-0.4, 0.3, 0.3], [0.1, 0.4, 0.0], [0.3, 0.1, 0.0], [-0.3, 1.0, -1.0], [-0.8, -0.7, 0.2], [-0.1, -0.3, 0.2], [0.0, 0.3, 0.0], [-0.6, 0.4, 0.3], [0.1, -0.9, -0.1], [0.4, 0.2, -0.2], [0.2, 0.0, 0.2], [0.9, 0.5, -0.6], [0.3, -0.2, -0.1], [0.0, -0.2, -0.2], [0.0, -0.1, 0.0], [0.0, -0.7, -0.1], [0.3, 0.0, -0.7], [0.3, -0.1, -0.2], [-0.4, -0.2, 0.1], [0.0, 0.0, 0.6], [0.2, -0.1, -0.5], [0.0, 0.3, -0.3], [-0.2, 0.0, 0.0], [-0.5, -0.4, -0.7], [-0.2, -1.0, -0.9], [-0.1, 0.2, -0.2], [-0.2, 0.6, -0.6], [0.8, 0.4, -0.4], [-0.1, -0.1, -0.3], [-1.2, 0.9, 0.1], [0.1, -0.3, 0.8], [0.1, 0.0, 0.0], [0.2, 0.0, 0.1], [-0.1, 0.2, 0.3], [0.4, -0.1, 0.2], [-0.3, -0.1, 0.0], [-0.3, -0.2, 0.0], [-0.2, -0.3, -0.6], [-0.1, 0.4, -0.2], [-0.7, -0.7, -1.2], [0.1, 0.6, 0.9], [-0.2, 0.4, 0.4], [-0.2, 0.4, 0.4], [0.1, 0.3, -0.3], [0.5, 0.1, -0.1], [-0.6, -0.5, -0.7], [0.4, -0.5, 0.6], [-0.1, -0.2, -0.1], [0.4, -0.1, -0.5], [0.6, 0.1, -0.1], [0.0, -0.1, -0.5], [-0.1, 0.1, 0.0], [0.2, 0.2, 0.0], [-0.1, 0.2, 0.1], [0.0, -0.1, 0.3], [-0.2, 0.6, -0.4], [0.8, -0.2, 0.1], [0.8, 0.5, -0.4], [-0.6, -1.3, 0.8], [-0.2, 0.3, 0.0], [0.2, -0.4, 0.0], [-0.7, 0.6, 0.4], [0.9, 0.7, -1.1], [1.0, 0.8, 2.2], [-0.2, -0.1, -0.2], [-0.2, 1.8, 0.0], [0.0, 0.6, 0.3], [-1.7, 0.0, 0.4], [-0.1, -0.3, -0.2], [-0.9, 0.4, -0.6], [0.4, 0.3, 0.1], [-0.7, 0.4, -0.1], [0.0, -0.1, 0.0], [-0.8, -0.2, 0.0], [-0.1, -0.2, -0.3], [-0.8, -0.4, -0.2], [-0.1, 0.1, 0.1], [-0.7, -0.6, -0.3], [0.0, 0.0, 0.6], [-0.5, 0.1, 0.6], [-0.1, 0.4, -0.2], [0.3, 0.6, 0.4], [0.6, 0.8, 0.7], [-0.5, 0.1, 0.2], [0.3, 0.1, 0.0], [-0.9, -0.7, -0.3], [-0.1, -0.2, 0.1], [0.1, 0.1, -0.2], [0.0, 0.0, 0.0], [0.0, -0.5, -0.2], [0.4, 0.0, 0.1], [0.0, 0.0, 0.0], [0.2, -0.1, 0.0], [0.5, 1.1, 0.9], [0.2, -0.1, -0.3], [-0.4, 0.8, 0.1], [0.0, 0.2, -0.1], [0.1, -0.1, 0.2], [-0.1, -0.5, 0.0], [0.2, -0.6, 0.4], [-1.0, -0.5, 0.0], [0.0, 0.3, 0.0], [0.1, 0.2, -0.1], [0.5, 0.0, 0.3], [0.1, 0.1, 0.4], [-0.1, 0.0, 0.4], [-0.2, 0.0, 0.4], [0.2, 0.4, 0.7], [0.4, 0.0, 0.1], [-0.4, 0.1, 0.3], [0.1, 0.3, -0.1], [-0.5, -0.3, 0.1], [0.2, -0.3, 0.0], [0.2, 0.1, 0.3], [0.5, 0.2, 0.2], [0.0, -0.7, -0.7], [0.1, 0.1, 0.0], [-0.2, 0.0, 0.2], [0.3, 1.2, -0.7], [0.7, -0.7, 1.3], [-0.2, -0.2, -0.2], [0.2, -0.4, 0.3], [0.2, -0.9, 0.1], [-0.6, 0.5, -0.2], [0.2, -0.1, 0.2], [0.1, 0.1, -0.2], [0.5, 0.0, -0.2], [-0.5, -0.5, -0.6], [-0.1, -0.5, -0.1], [0.0, -0.1, 0.0], [-0.8, -0.3, -1.6], [0.2, -0.1, -0.1], [-0.1, 0.1, -0.1], [0.4, -0.9, 0.8], [0.4, -0.4, 0.0], [0.3, -1.6, -0.2], [-0.2, 0.6, -0.4], [0.3, -0.1, 0.2], [0.2, 0.2, 0.3], [0.4, 0.2, 0.7], [0.3, 0.1, -0.4], [-0.2, -0.4, 0.8], [0.9, 0.7, 0.7], [-0.5, 0.6, 0.2], [0.5, -0.4, 0.3], [-0.2, 0.1, -0.4], [0.3, -0.4, -0.2], [0.2, 0.0, 0.4], [0.1, 0.1, 0.1], [-0.2, -0.1, 0.2], [2.1, -0.5, 0.8], [0.4, 0.0, 0.5], [0.0, 0.0, -0.2], [0.0, -0.1, 0.0], [0.5, -0.1, 0.0], [0.2, -1.0, 0.2], [0.2, 0.2, 0.0], [0.3, -0.2, 0.0], [0.6, 0.2, 0.2], [-0.1, -0.2, -0.2], [-0.6, 0.2, 0.7], [0.0, 0.5, -0.3], [0.4, -0.5, -0.1], [0.0, 0.1, 0.2], [0.1, 0.0, -0.1], [-0.4, -0.1, -0.3], [0.3, -0.5, 0.9], [-0.2, 0.3, -0.2], [-0.4, 0.3, -0.9], [0.5, -0.2, 0.1], [0.4, 0.6, -1.1], [-0.1, -0.5, 0.3], [-0.2, 0.6, 0.3], [-0.1, -0.1, -0.1], [0.0, 0.3, 0.0], [0.1, 0.1, -0.2], [0.2, 0.1, -0.2], [-0.4, 0.9, 0.7], [0.0, 0.0, -0.1], [-0.2, -0.9, -0.2], [-0.2, -0.1, -0.3], [-0.2, -0.1, -0.1], [-0.1, 0.1, 0.0], [-0.5, 0.4, -0.1], [-0.1, -0.6, -0.1], [-0.2, -0.5, -0.2], [-0.2, -0.2, 0.3], [-0.4, -0.6, 0.1], [0.1, 0.5, -1.1], [2.5, 0.0, 1.0], [0.1, -0.2, -0.2], [-0.1, -0.3, 0.1], [-0.8, -0.8, 0.0], [0.5, -0.1, 0.4], [-0.2, -0.1, 0.2], [-0.1, 0.2, 0.2], [0.0, 0.3, -0.3], [0.9, 0.3, 0.0], [0.0, 0.1, 0.0], [0.1, -0.1, -0.1], [0.1, 0.1, -0.3], [-0.5, 0.0, -0.4], [-0.2, 0.8, 0.6], [-0.5, -0.8, -1.3], [0.1, 0.0, -0.2], [0.3, 0.7, 0.5], [-0.2, -0.2, 0.2], [0.2, 0.3, 0.1], [0.7, 0.9, -0.4], [-0.3, 0.3, 0.0], [-0.3, -0.1, 0.0], [0.0, 0.1, -0.1], [0.3, 0.1, -0.2], [0.1, 0.0, 0.2], [0.1, 0.1, 0.9], [-0.5, 0.1, 1.0], [0.0, -0.9, -0.2], [-0.5, 0.0, -0.2], [0.1, -0.1, 0.1], [0.2, -0.2, -0.4]]}